Entry 1:
The following is a quantum chemistry calculation of a molecular structure, C28H52F6N2NaO10PS5, from OMol25.

Geometry as XYZ:
```
105
Properties=species:S:1:pos:R:3:mulliken_charge:R:1
Na -14.13163 -10.52647 7.54613 1.000
P -16.98890 -6.37037 4.86273 1.149
F -16.31828 -7.52868 3.94685 -0.337
F -15.94566 -6.49488 6.20506 -0.404
F -16.17572 -5.20995 4.06130 -0.327
F -18.09361 -5.38491 5.65889 -0.364
F -18.14561 -6.40695 3.63780 -0.387
F -17.67483 -7.48111 5.72667 -0.332
C -21.02376 0.73293 9.49311 -1.223
C -20.12820 -0.29377 8.94637 -0.245
C -19.17338 0.31957 7.88880 -0.429
C -19.80748 0.73028 6.65810 0.204
N -20.32638 0.99750 5.67006 -0.418
H -21.57978 1.04936 8.61059 0.340
H -20.59535 1.64788 9.90228 0.337
H -21.72991 0.30229 10.20303 0.304
H -20.74359 -1.07015 8.49182 0.275
H -19.55751 -0.60000 9.82308 0.280
H -18.47841 -0.44619 7.54424 0.271
H -18.60353 1.19219 8.20801 0.304
C -13.17113 1.61109 1.13114 -0.673
C -12.97122 2.18796 -0.32497 -0.428
C -12.15781 3.51060 -0.22725 -0.719
S -11.49079 3.77534 1.54851 1.008
O -11.79284 5.09290 2.05694 -0.611
O -10.26164 3.01094 1.85951 -0.609
C -12.91539 2.75357 2.13689 -0.826
H -12.30660 0.98950 1.36419 0.283
H -14.03906 0.95253 1.16408 0.396
H -13.90561 2.37941 -0.85256 0.346
H -12.37507 1.39409 -0.77491 0.236
H -12.84139 4.35938 -0.24703 0.321
H -11.30380 3.61428 -0.89659 0.446
H -13.79179 3.40144 2.15323 0.333
H -12.77687 2.49122 3.18574 0.499
C -9.12176 -2.79208 6.61158 -0.624
C -10.26392 -2.99531 7.62146 -0.542
C -9.94103 -4.18020 8.54376 -0.746
S -9.06087 -5.44367 7.42596 1.044
O -10.01308 -6.50872 6.98902 -0.638
O -7.79026 -5.79953 7.99223 -0.617
C -8.80948 -4.20797 6.00674 -0.711
H -8.21332 -2.56940 7.17129 0.301
H -9.32531 -2.00695 5.88341 0.331
H -11.04940 -3.25052 6.91012 0.299
H -10.58860 -2.21441 8.30913 0.356
H -10.60478 -4.86064 9.07719 0.422
H -9.06587 -3.94021 9.14759 0.336
H -9.43227 -4.69941 5.25925 0.387
H -7.81715 -4.26493 5.55938 0.403
C -14.37019 -16.82478 0.56783 -0.711
C -14.45103 -15.76142 -0.54132 -0.568
C -14.65148 -14.48020 0.13302 -0.715
S -15.78328 -14.75073 1.57121 1.035
O -17.11774 -14.34718 1.16686 -0.615
O -15.11502 -14.19559 2.68144 -0.620
C -15.53597 -16.59362 1.50249 -0.603
H -13.45015 -16.75766 1.14845 0.304
H -14.23418 -17.88619 0.36038 0.386
H -15.26763 -16.05521 -1.20081 0.263
H -13.60393 -15.73263 -1.22666 0.326
H -14.83964 -13.55340 -0.40895 0.452
H -13.71085 -14.11898 0.54877 0.350
H -16.31403 -17.13043 0.95976 0.324
H -15.39542 -16.83885 2.55519 0.392
C -20.42869 -7.68005 14.52597 -0.473
C -21.35750 -7.85313 13.36627 -0.708
C -20.48657 -8.14003 12.06603 -0.670
S -19.33624 -9.53358 12.71437 1.009
O -18.03856 -9.07620 12.24950 -0.620
O -19.78254 -10.94004 12.48027 -0.610
C -19.65621 -9.04299 14.51806 -0.726
H -20.99210 -7.43267 15.42569 0.342
H -19.86513 -6.76517 14.34301 0.279
H -22.00232 -6.98354 13.23924 0.358
H -22.13213 -8.59616 13.55596 0.321
H -19.86306 -7.33756 11.67185 0.331
H -20.85565 -8.69370 11.20269 0.402
H -18.68015 -9.06577 15.00273 0.401
H -20.36334 -9.81838 14.81274 0.363
C -15.99186 -5.46461 -4.25230 -0.608
C -15.32589 -4.52603 -5.24523 -0.624
C -13.92473 -4.92979 -5.51112 -0.654
S -13.25348 -5.52786 -3.90659 1.025
O -12.45402 -4.47320 -3.30239 -0.625
O -12.82993 -6.94567 -4.02192 -0.630
C -14.96549 -5.59435 -3.13909 -0.757
H -16.13206 -6.41160 -4.77349 0.274
H -17.04409 -5.29265 -4.02571 0.371
H -15.36442 -3.47343 -4.96477 0.314
H -15.94513 -4.53440 -6.14221 0.336
H -13.20142 -4.42096 -6.14833 0.436
H -14.06311 -5.90907 -5.96933 0.311
H -14.95668 -4.76531 -2.43147 0.363
H -15.13985 -6.33358 -2.35728 0.468
N -24.28566 -8.14737 2.17454 -0.032
C -25.28258 -7.31595 1.79516 -0.408
C -26.30187 -8.11984 1.38597 -0.310
C -25.89196 -9.47609 1.41690 -0.495
C -24.59063 -9.47241 1.81817 -0.418
H -23.38374 -7.81267 2.48211 0.210
H -25.12713 -6.24724 1.80439 0.359
H -27.27578 -7.70552 1.17094 0.375
H -26.42038 -10.25054 0.88080 0.355
H -23.89416 -10.29459 1.89137 0.364
```

Summary:
M = 905.01 g/mol
relative energy (zero: lowest compared OMol25 entry of this formula, charge and spin) = 218.2 kcal per mole
Kohn-Sham gap = 5.024 eV


Entry 2:
The following is a quantum chemistry calculation of a molecular structure, C28H52FIN7O4PSi2, from OMol25.

Geometry as XYZ:
```
96
Properties=species:S:1:pos:R:3:mulliken_charge:R:1
C 2.76009 2.75240 2.08834 -1.086
C 3.90513 3.05915 3.07203 -0.380
Si 5.33108 1.83442 2.94537 0.019
O 4.82393 0.24003 2.90418 -0.045
Si 4.51403 -0.40893 1.37785 0.520
P 5.14459 -2.54867 1.18361 0.007
O 6.72655 -2.69307 1.73960 -0.489
I 5.22524 -2.83912 -1.25348 -0.051
C 6.39477 2.13180 4.52955 0.418
O 6.09921 2.99729 5.25516 -0.452
N 7.53995 1.27712 4.87596 -0.288
C 7.71309 1.30203 6.27192 0.577
O 8.48031 1.90536 6.84893 -0.413
F 6.87869 0.51206 6.87917 -0.225
H 3.13609 2.80009 1.07275 0.230
H 2.38180 1.76165 2.32046 0.181
H 1.93206 3.43313 2.26181 0.450
H 4.36205 4.03455 2.90557 0.356
H 3.59531 3.03412 4.11551 0.354
H 6.21205 2.20154 1.81771 -0.108
H 5.04257 0.39569 0.26034 -0.113
H 3.04626 -0.43225 1.20830 -0.088
H 7.10965 -3.38746 1.19025 0.316
H 8.41228 1.62869 4.49520 0.302
C 1.08226 4.42720 -1.31020 -0.691
C 1.05858 3.97594 -2.76195 -0.566
C 0.57349 2.53257 -2.92284 0.168
C 1.46278 1.59779 -2.21601 -0.019
N 2.14473 0.87367 -1.67306 -0.361
H 1.77589 3.83407 -0.71303 -0.014
H 1.40083 5.46801 -1.23794 0.344
H 0.08824 4.34414 -0.87036 0.241
H 2.05693 4.07633 -3.19421 0.380
H 0.39756 4.63720 -3.32784 0.317
H 0.55102 2.25822 -3.97846 0.356
H -0.43309 2.42489 -2.52158 -0.179
C -0.75788 -3.04205 3.41724 -0.899
C 0.56433 -3.74685 3.69593 -0.603
C 1.71604 -3.21055 2.83851 -0.102
C 1.42736 -3.40466 1.40412 0.263
N 1.17954 -3.55863 0.30976 -0.505
H -1.08460 -3.19547 2.38724 0.354
H -1.53968 -3.43397 4.06946 0.072
H -0.67661 -1.96668 3.59398 0.279
H 0.44350 -4.81405 3.52269 0.345
H 0.82104 -3.62329 4.74744 0.363
H 2.64213 -3.73083 3.08184 0.311
H 1.86907 -2.14582 3.02623 0.152
C -5.41824 3.19894 -2.50941 -1.276
C -4.41908 3.60650 -3.58388 -0.516
C -2.97955 3.20755 -3.24179 -0.456
C -2.54060 3.85743 -1.99573 0.360
N -2.23704 4.36949 -1.03296 -0.554
H -5.20524 3.69784 -1.56122 0.444
H -6.42748 3.47282 -2.80217 0.320
H -5.39740 2.12048 -2.34342 0.331
H -4.47226 4.68814 -3.73376 0.255
H -4.69932 3.13835 -4.52609 0.395
H -2.30290 3.50455 -4.04441 0.353
H -2.90292 2.12597 -3.11805 0.395
C -3.80424 -4.84332 6.52867 -1.006
C -3.35910 -6.03281 7.37243 -0.436
C -1.90210 -5.92479 7.83388 -0.446
C -0.99589 -5.86717 6.67760 0.235
N -0.30777 -5.82374 5.77824 -0.383
H -3.22595 -4.76876 5.60639 0.205
H -4.85243 -4.94675 6.24793 0.335
H -3.69266 -3.90721 7.07972 0.310
H -3.49338 -6.95080 6.79696 0.302
H -4.00093 -6.10945 8.25204 0.306
H -1.63199 -6.78697 8.44344 0.290
H -1.75679 -5.02729 8.43639 0.269
C -8.09358 6.14671 -4.63084 -0.955
C -8.15229 5.70150 -6.08825 -0.394
C -8.65915 4.26492 -6.25262 -0.484
C -7.77014 3.32231 -5.55858 0.291
N -7.07388 2.60978 -5.01832 -0.419
H -7.39472 5.53797 -4.05401 0.147
H -7.75712 7.18119 -4.56203 0.328
H -9.07603 6.07888 -4.15956 0.322
H -7.15821 5.79165 -6.53102 0.279
H -8.81147 6.37190 -6.64255 0.311
H -8.69737 3.99374 -7.30756 0.279
H -9.66445 4.16357 -5.84204 0.284
C 2.46930 -5.48355 -6.57102 -1.130
C 2.16770 -5.32092 -5.08506 -0.495
C 3.13274 -4.36221 -4.38121 -0.103
C 4.51603 -4.85542 -4.47656 0.148
N 5.57897 -5.24197 -4.55050 -0.443
H 3.45758 -5.91624 -6.73342 0.344
H 1.74181 -6.14904 -7.03674 0.327
H 2.42730 -4.52222 -7.08753 0.294
H 2.20728 -6.29906 -4.60197 0.293
H 1.15017 -4.94512 -4.96395 0.320
H 2.87045 -4.26622 -3.32675 0.168
H 3.08411 -3.36992 -4.83177 0.256
```

Summary:
M = 783.82 g/mol
Kohn-Sham gap = 8.211 eV


- The highest Kohn-Sham gap belongs to which entry?
  C28H52FIN7O4PSi2


- Among the records above, which one has the lowest M?
  C28H52FIN7O4PSi2


- Look up the M of the first one.
  905.01 g/mol


- Which of these has the lowest Kohn-Sham gap?
  C28H52F6N2NaO10PS5